# C39H92N8O12S

A 6-piece molecular cluster, C39H92N8O12S overall (ωB97M-V/def2-TZVPD, OMol25).

XYZ file:
```
152
Properties=species:S:1:pos:R:3:forces:R:3
N -7.876304 -3.673829 -2.282641 1.237 0.130 1.494
C -6.541717 -3.818827 -1.537204 0.532 -0.526 0.614
C -5.417315 -2.805052 -2.163076 -1.568 0.800 -0.373
O -4.294833 -2.479652 -1.273106 -0.924 -2.538 -0.293
C -3.920017 -3.636640 -0.415168 1.030 0.559 0.275
C -2.363205 -3.391959 0.034523 0.709 0.327 -0.852
C -1.819844 -4.344422 1.247054 0.682 -0.520 -0.685
C -2.958867 -5.198450 2.049417 0.856 -0.181 0.665
C -3.889420 -4.344621 3.089953 -1.479 -1.135 -0.619
S -3.042958 -2.907392 3.937510 -0.434 1.068 -1.321
C -3.089552 -1.421217 2.784348 -1.513 1.447 -2.518
N -4.040999 -1.081850 1.643188 5.806 0.787 4.891
N -3.549434 0.132922 1.141038 4.979 0.301 4.380
C -2.333588 0.552955 1.953008 -3.509 -2.495 -1.182
O -2.023692 -0.406663 3.031805 -4.539 -0.619 -4.423
H -8.409189 -4.556847 -2.122872 0.329 1.366 0.005
H -8.328274 -2.846829 -1.809941 0.165 -1.532 -0.830
H -6.139350 -4.938690 -1.632901 -1.050 2.437 0.187
H -6.714615 -3.597359 -0.379070 0.652 -0.417 -2.383
H -5.092490 -3.209601 -3.216985 -0.316 0.585 2.057
H -5.981359 -1.773661 -2.373637 1.314 -2.166 0.491
H -3.939686 -4.670456 -1.000939 -0.217 2.164 1.185
H -4.649135 -3.612034 0.499530 1.495 -0.351 -1.697
H -2.112036 -2.248862 0.270800 -1.028 -2.541 -0.507
H -1.699275 -3.643755 -0.925472 -1.487 0.586 2.007
H -1.108734 -3.693437 1.945268 -1.835 -1.533 -1.213
H -1.089857 -5.148277 0.750496 -1.637 1.617 1.143
H -2.371701 -6.000560 2.710870 -1.276 1.721 -1.446
H -3.642885 -5.810168 1.314419 1.310 1.335 1.384
H -4.931068 -3.990951 2.626167 2.464 -0.633 0.901
H -4.199530 -5.104881 3.956910 0.733 1.991 -1.584
H -1.642312 1.490503 1.841469 -1.607 -2.171 0.280
C -9.403919 -1.716543 8.144774 0.284 0.137 -0.215
O -7.990113 -1.591724 8.232402 -0.404 -0.230 0.378
C -7.464545 -2.104438 9.462990 0.680 -0.144 -0.333
C -6.577548 -3.329330 9.184632 -0.790 0.106 -0.099
N -7.387088 -4.475758 8.750723 0.404 0.103 0.059
C -6.582562 -5.598013 8.249271 -0.418 0.170 -0.265
C -5.797785 -5.368631 6.944124 -0.142 -0.521 0.055
O -6.629901 -5.187558 5.796611 0.442 0.266 0.360
C -7.029460 -3.842647 5.567354 -0.118 -0.237 -0.308
H -9.732566 -1.225973 7.224543 0.148 -0.036 0.114
H -9.696705 -2.768845 8.097922 -0.167 -0.016 0.121
H -9.891008 -1.227202 8.993711 -0.059 -0.089 -0.009
H -8.253429 -2.337986 10.188128 -0.004 -0.082 -0.230
H -6.841712 -1.314652 9.893930 -0.012 -0.037 0.019
H -6.033697 -3.595509 10.096961 -0.039 -0.033 -0.056
H -5.851444 -3.050403 8.415378 0.169 0.218 0.081
H -8.015784 -4.174934 8.011267 0.125 -0.038 0.156
H -7.281372 -6.426835 8.082380 0.189 0.040 -0.061
H -5.892997 -5.923639 9.036045 0.018 0.117 -0.053
H -5.222818 -6.281241 6.750407 -0.076 0.032 -0.010
H -5.060381 -4.563167 7.029721 -0.156 0.165 -0.024
H -6.279388 -3.119590 5.899642 -0.047 -0.050 0.079
H -7.987053 -3.647310 6.049532 -0.022 0.249 0.095
H -7.177251 -3.713471 4.491256 0.072 -0.072 0.082
C 4.013587 5.251938 2.214457 -0.163 -0.011 -0.370
O 4.062530 4.525625 0.992909 0.262 0.003 0.507
C 5.028428 3.467361 1.016662 -0.328 -0.456 -0.562
C 4.318645 2.106992 0.915604 -0.107 0.591 0.481
N 3.577178 1.809088 2.148248 0.081 -0.195 -0.280
C 2.694777 0.640821 2.027020 -0.191 0.501 0.216
C 1.496833 0.764949 1.067112 -0.051 -0.492 0.367
O 0.517091 1.715554 1.489541 0.459 0.011 -0.378
C 0.761415 3.045303 1.050148 -0.362 0.040 0.171
H 3.322924 6.089618 2.084972 0.082 -0.134 -0.082
H 3.640868 4.620005 3.025013 0.119 0.042 0.169
H 5.000269 5.650047 2.470132 -0.033 -0.031 0.104
H 5.677928 3.515394 1.899018 -0.257 0.021 0.044
H 5.660370 3.596514 0.132715 -0.038 -0.044 0.038
H 5.063848 1.323351 0.743708 -0.035 -0.001 0.067
H 3.645659 2.142449 0.053855 0.212 0.074 -0.217
H 3.010894 2.615634 2.395951 0.130 -0.145 -0.064
H 2.303240 0.445599 3.032864 -0.058 -0.070 -0.175
H 3.294394 -0.233239 1.749484 -0.025 0.096 -0.091
H 0.985440 -0.204298 1.064608 -0.019 0.081 0.035
H 1.801992 0.944690 0.030562 0.014 0.229 0.067
H 1.271749 3.080806 0.083643 0.084 -0.053 0.105
H 1.330734 3.591324 1.802064 0.183 0.172 -0.103
H -0.203983 3.549159 0.946932 0.018 -0.116 0.011
C 5.837749 0.830860 -6.454050 0.251 0.084 0.162
O 6.634611 1.920417 -6.006857 -0.397 -0.034 -0.357
C 6.325612 3.145855 -6.682332 0.232 0.425 0.583
C 5.734148 4.158405 -5.687585 -0.307 -0.713 -0.273
N 4.388728 3.750792 -5.261412 0.301 0.298 0.056
C 3.867972 4.547382 -4.142292 -0.016 -0.537 0.020
C 4.586840 4.405291 -2.787691 -0.593 0.225 0.073
O 4.449596 3.111661 -2.196355 0.450 0.318 -0.327
C 5.437216 2.172928 -2.601792 -0.321 -0.112 0.295
H 6.193144 -0.076698 -5.958546 0.041 0.160 -0.002
H 4.789210 0.982789 -6.184343 -0.121 -0.061 -0.139
H 5.933147 0.697427 -7.535946 -0.095 -0.024 0.010
H 5.660365 2.992575 -7.540621 -0.041 -0.093 0.223
H 7.271158 3.543880 -7.063003 -0.041 0.013 -0.014
H 5.679593 5.142593 -6.164417 -0.040 -0.048 0.046
H 6.412095 4.223476 -4.831471 0.265 0.093 -0.066
H 4.413655 2.775350 -4.977791 0.007 0.189 -0.077
H 2.824232 4.239288 -4.005113 0.132 0.102 0.113
H 3.846844 5.603317 -4.434013 0.114 -0.062 0.019
H 4.102363 5.100227 -2.092482 0.019 -0.115 0.002
H 5.637765 4.710963 -2.832208 0.061 -0.201 -0.092
H 6.398032 2.644826 -2.825351 -0.080 0.029 -0.096
H 5.083878 1.602337 -3.460405 0.215 -0.068 -0.175
H 5.585724 1.464270 -1.781872 -0.044 0.105 0.000
C 5.143270 -1.746707 -8.977794 0.110 0.220 -0.281
O 6.397946 -1.188470 -9.346932 -0.177 -0.345 0.417
C 7.482548 -1.696225 -8.559998 0.561 0.117 -0.562
C 8.440328 -2.507464 -9.448343 -0.779 -0.161 0.207
N 7.818433 -3.767558 -9.876525 0.347 0.241 -0.030
C 8.588619 -4.473580 -10.909249 -0.507 0.060 -0.068
C 8.697289 -3.795368 -12.287698 0.009 -0.564 -0.059
O 7.453660 -3.709225 -12.986238 0.438 0.382 0.323
C 6.691804 -2.546705 -12.687716 -0.159 -0.284 -0.338
H 4.363876 -1.246304 -9.558857 0.177 -0.003 0.044
H 5.112857 -2.814967 -9.208351 -0.091 -0.074 0.169
H 4.943247 -1.584793 -7.914226 -0.043 -0.114 0.000
H 7.135517 -2.285807 -7.702868 -0.084 -0.042 -0.223
H 8.022141 -0.828486 -8.168513 0.012 -0.038 0.024
H 9.353831 -2.727907 -8.886304 -0.053 -0.028 -0.046
H 8.703338 -1.888673 -10.311304 0.133 0.245 0.074
H 6.892130 -3.570141 -10.244683 0.185 -0.026 0.079
H 8.098417 -5.444954 -11.048070 0.134 0.112 -0.104
H 9.593723 -4.682152 -10.526092 -0.036 0.122 -0.019
H 9.340600 -4.429700 -12.907972 -0.092 0.029 0.030
H 9.194017 -2.820179 -12.241540 -0.183 0.092 0.075
H 7.319327 -1.684198 -12.446615 0.006 -0.082 0.097
H 5.996332 -2.751403 -11.874048 -0.040 0.219 0.172
H 6.093641 -2.299795 -13.569619 0.121 -0.073 0.038
C -5.190297 6.787509 5.556363 0.262 0.125 -0.216
O -3.776491 6.912327 5.643990 -0.384 -0.215 0.371
C -3.250924 6.399614 6.874578 0.683 -0.152 -0.328
C -2.363927 5.174721 6.596220 -0.818 0.083 -0.097
N -3.173467 4.028294 6.162312 0.414 0.143 0.069
C -2.368941 2.906038 5.660858 -0.427 0.151 -0.285
C -1.584163 3.135420 4.355712 -0.122 -0.578 0.126
O -2.416280 3.316492 3.208199 0.450 0.408 0.368
C -2.815838 4.661404 2.978943 -0.153 -0.270 -0.337
H -5.518945 7.278078 4.636131 0.145 -0.037 0.115
H -5.483083 5.735206 5.509510 -0.164 -0.010 0.120
H -5.677386 7.276849 6.405299 -0.057 -0.088 -0.011
H -4.039808 6.166065 7.599716 -0.002 -0.082 -0.233
H -2.628091 7.189399 7.305518 -0.013 -0.033 0.023
H -1.820076 4.908542 7.508548 -0.036 -0.032 -0.057
H -1.637822 5.453648 5.826966 0.178 0.221 0.076
H -3.802163 4.329118 5.422855 0.115 -0.046 0.161
H -3.067751 2.077215 5.493967 0.194 0.034 -0.067
H -1.679375 2.580412 6.447633 0.020 0.114 -0.060
H -1.009197 2.222811 4.161996 -0.049 0.031 -0.018
H -0.846759 3.940884 4.441309 -0.148 0.158 -0.035
H -2.065766 5.384462 3.311230 -0.047 -0.055 0.112
H -3.773432 4.856741 3.461120 -0.006 0.247 0.091
H -2.963630 4.790580 1.902844 0.053 -0.090 0.084
```
Forces are in eV/Å.

The LUMO energy comes out at 0.60 eV. As for the net charge: 0.

# C3Ag10O9

C3Ag10O9 as an isolated structure (ωB97M-V/def2-TZVPD, OMol25).

XYZ file:
```
22
Properties=species:S:1:pos:R:3:forces:R:3
Ag 2.045815 1.315742 -0.113991 0.284 -0.399 -0.570
Ag 1.335444 -2.239503 -0.671712 0.853 0.668 -0.331
Ag -0.123986 3.328543 -0.011733 0.375 -0.001 -0.994
Ag -2.420580 -1.507042 2.588500 0.130 0.058 -0.055
Ag 0.382911 0.322253 2.836236 1.018 -0.223 -0.334
Ag 0.663168 -3.009046 2.596671 0.848 0.469 -0.250
Ag -4.534584 0.730107 -0.820303 -0.235 0.195 0.227
Ag -2.505168 2.539864 1.357429 -0.198 -0.226 0.050
Ag -2.591456 -2.220477 -1.200250 0.114 -0.238 -0.150
Ag -2.180684 0.992458 -2.456792 1.004 0.499 -0.776
C -1.010024 -0.128899 0.276382 -0.681 0.671 1.492
O -2.096154 -0.148293 -0.466432 -0.239 -0.613 -0.816
O -0.676911 -1.196730 0.920066 -0.998 -0.021 -0.562
O -0.491927 1.008909 0.552783 -0.238 -0.427 0.738
C 0.450146 0.767283 -2.640181 1.861 -1.098 -0.437
O 0.997103 -0.285692 -2.157750 -0.184 -0.381 0.954
O 0.135559 0.881400 -3.832178 -1.516 -0.214 0.040
O 0.311314 1.801944 -1.875697 -0.341 1.746 1.509
C 3.132470 -0.747368 1.314791 1.535 0.401 -0.631
O 3.799357 -1.436954 0.518673 -0.449 -0.314 -0.023
O 1.856023 -1.043381 1.384570 -2.733 -1.380 0.818
O 3.522156 0.274875 1.900928 -0.212 0.828 0.100
```
Forces are in eV/Å.

The LUMO energy comes out at -16.65 eV. As for the net charge: +4. The energy above the lowest of the compared OMol25 structures with the same formula, charge and spin is 0.0 kcal/mol.

# C3BN3O2

A 2-piece molecular cluster, C3BN3O2 overall (ωB97M-V/def2-TZVPD, OMol25).

XYZ file:
```
9
Properties=species:S:1:pos:R:3:forces:R:3
N 4.310855 -0.361514 0.106500 2.868 -0.729 0.493
C 3.198000 -0.184418 0.040472 -1.723 0.694 -0.351
N 1.961288 0.101177 -0.238963 -0.671 -0.450 0.257
C 1.022744 0.800878 0.024586 0.263 0.123 -1.122
O 0.075246 1.453023 -0.017718 -0.752 0.335 0.722
N -1.282057 -1.785112 0.018894 0.938 -0.788 0.034
C -2.061287 -0.955891 0.056245 -1.065 0.759 -0.064
B -3.173986 0.055447 0.026673 -0.181 0.433 -0.010
O -4.050802 0.876411 -0.016693 0.324 -0.378 0.042
```
Forces are in eV/Å.

The LUMO energy comes out at -0.34 eV. As for the net charge: 0. The energy above the lowest of the compared OMol25 structures with the same formula, charge and spin is 0.0 kcal/mol.

# C3Br2ClFO

A 2-piece molecular cluster, C3Br2ClFO overall (ωB97M-V/def2-TZVPD, OMol25).

XYZ file:
```
8
Properties=species:S:1:pos:R:3:forces:R:3
C -0.555981 -1.070821 -0.509511 -3.873 -2.456 1.406
C 0.610353 -0.851883 -0.942593 4.624 1.769 -1.799
C -0.278265 1.261020 1.308289 -0.851 1.422 -1.222
O 0.262568 0.963333 2.285952 0.091 -0.820 1.119
F -1.582494 1.502818 1.128672 0.201 -0.548 0.663
Cl -1.063243 -2.725167 -1.004405 -0.592 0.066 0.077
Br 2.042620 -0.935336 -2.006358 -0.145 -0.454 0.133
Br 0.564444 1.856036 -0.260046 0.543 1.022 -0.377
```
Forces are in eV/Å.

Its spin multiplicity is 3. The LUMO energy (spin up / spin down) comes out at 0.15 / -3.60 eV. The expectation value of S² is 2.01. As for the net charge: 0.

# C3Br2F2O2

One molecule with the formula C3Br2F2O2 (ωB97M-V/def2-TZVPD, OMol25).

XYZ file:
```
9
Properties=species:S:1:pos:R:3:forces:R:3
O 1.215743 -1.655619 0.923968 0.954 -0.691 0.056
C 1.161666 -0.704778 0.246334 -1.062 -0.001 -0.368
Br 2.493574 -0.293487 -1.161128 -0.961 0.076 0.868
C -0.156347 0.199934 0.536457 2.824 0.423 -1.134
F -0.744027 -0.338769 1.549198 -1.211 -0.632 0.962
F 0.325001 1.398902 0.883745 0.379 1.009 0.684
C -0.978220 0.487079 -0.677194 -1.230 0.012 -1.153
O -0.589403 1.209349 -1.522240 0.202 -0.015 -0.108
Br -2.727984 -0.302609 -0.779144 0.104 -0.181 0.193
```
Forces are in eV/Å.

The LUMO energy comes out at -0.82 eV. As for the net charge: 0. The energy above the lowest of the compared OMol25 structures with the same formula, charge and spin is 0.0 kcal/mol.

# C3Br2F3N

A 2-piece molecular cluster, C3Br2F3N overall (ωB97M-V/def2-TZVPD, OMol25).

XYZ file:
```
9
Properties=species:S:1:pos:R:3:forces:R:3
C 2.804783 1.141260 0.861953 0.040 -0.279 0.186
C -0.284467 1.867161 -0.546605 0.490 -0.450 -0.746
C -1.004315 0.667962 -1.191826 -0.537 -0.412 -0.428
N 2.592902 1.639469 1.862561 -0.392 1.070 1.260
F -0.794606 0.646244 -2.504014 0.654 0.484 -0.617
F -2.325699 0.577488 -1.082588 -0.926 0.513 0.637
F -0.522486 -0.477810 -0.711820 0.772 -0.182 0.678
Br -1.039201 2.353776 0.992750 -0.405 0.035 0.493
Br 3.165832 0.097350 -0.481609 0.305 -0.778 -1.463
```
Forces are in eV/Å.

The LUMO energy comes out at -1.96 eV. As for the net charge: 0. The energy above the lowest of the compared OMol25 structures with the same formula, charge and spin is 70.2 kcal/mol.